This record from the OMol25 dataset describes a cluster of 2 separate species, C4H6O2 in total. The level of theory is wB97M-V/def2-TZVPD.

The calculation puts the molar mass at 86.09 Da. The calculation puts the gap between HOMO and LUMO at 10.279 eV. The charge is 0. As for the energy relative to the best compared isomer or geometry (same formula, charge and spin): 4.204 eV. The calculation puts the total energy at -306.3518 Ha.

Geometry as XYZ:
```
12
Properties=species:S:1:pos:R:3:forces:R:3
O -0.026514 1.992410 -0.126800 0.29 0.16 0.59
O 1.234455 -0.295830 -1.276253 -0.05 0.21 0.06
C -1.102431 -0.522066 -0.292706 -0.03 -0.29 0.12
C 0.276889 1.424569 0.898493 -0.03 0.51 -0.18
C 0.142143 -1.079697 -0.868784 -0.19 -0.47 -0.16
C -0.325178 -1.145599 0.545596 -0.25 -0.16 -0.12
H 1.254953 0.927704 1.025081 -0.06 0.11 -0.05
H -0.400640 1.365198 1.770365 0.03 0.21 -0.11
H 0.082952 -1.971371 -1.487335 0.10 0.04 -0.03
H -0.134680 -1.432588 1.570378 0.02 -0.01 -0.18
H 0.967285 0.636478 -1.293065 0.05 -0.16 -0.01
H -1.969236 0.100793 -0.464969 0.12 -0.15 0.05
```
Positions in Å, forces in eV/Å.

Atomic partial charges in e from the Löwdin method, atoms 1 to 4: atom 1 (O): -0.028, atom 2 (O): -0.040, atom 3 (C): -0.019, atom 4 (C): -0.158


This record from the OMol25 dataset describes a structure of composition C28H29BNO2PPtSe2. The level of theory is wB97M-V/def2-TZVPD.

The calculation puts the molar mass at 806.33 Da. The calculation puts the gap between HOMO and LUMO at 5.196 eV. The charge is +2. As for the energy relative to the best compared isomer or geometry (same formula, charge and spin): 0.000 eV. The calculation puts the total energy at -6577.6167 Ha.

Geometry as XYZ:
```
65
Properties=species:S:1:pos:R:3:forces:R:3
Pt -1.259790 -0.501304 1.207649 -0.03 -0.12 -0.05
Se -1.328741 -1.291412 -1.033350 -0.03 0.12 0.08
Se -2.030578 1.575053 0.279457 -0.05 -0.06 -0.03
P -1.533056 0.826050 -1.748175 0.05 0.02 -0.01
O 1.575895 -0.197808 0.212685 0.06 -0.01 0.00
O 0.985476 1.266151 1.891877 0.03 0.00 -0.06
N -0.738856 -2.300871 2.128688 0.09 -0.04 0.03
C 1.949338 2.867752 -2.111606 0.00 0.00 0.01
C 6.760292 2.534489 2.685136 0.00 0.00 0.00
C 5.581824 3.343323 2.123754 0.00 0.00 -0.01
C 1.756488 1.366671 -3.992285 -0.01 -0.01 -0.01
C -1.387293 -4.054556 3.609506 -0.01 -0.01 0.01
C 3.961342 0.565097 0.032862 0.00 0.00 -0.01
C 0.804058 -4.027332 2.683902 -0.02 0.00 0.00
C 0.019788 1.460411 -2.339664 -0.02 0.01 0.00
C 2.462090 2.335221 -3.285350 0.00 0.00 0.00
C 5.039519 4.243724 3.233098 0.00 0.00 0.00
C -4.001754 0.269844 -2.809459 -0.02 0.02 -0.02
C -2.666971 1.939884 -3.975869 -0.01 0.00 -0.01
C 0.531706 0.925260 -3.526492 0.03 0.01 0.01
C 0.189660 -5.903562 4.260418 0.00 0.00 0.00
C 3.219115 2.368927 2.108991 0.00 0.00 0.01
C 4.857093 1.478401 0.574245 -0.01 0.00 0.01
C -5.026685 0.466278 -3.713850 0.01 0.00 0.01
C -2.818902 1.004517 -2.947886 0.00 -0.03 0.02
C -3.706659 2.128312 -4.871099 0.01 0.00 0.00
C 0.724866 2.430995 -1.629233 0.02 0.00 -0.04
C 2.341408 1.460947 1.564925 -0.01 -0.01 0.00
C 2.692733 0.587659 0.560727 -0.05 -0.02 0.00
C -1.656251 -2.901035 2.916621 -0.02 0.08 -0.01
C -0.128393 -4.651511 3.511332 0.02 0.00 -0.01
C -4.876869 1.393172 -4.741321 0.00 0.00 0.00
C 0.475083 -2.871637 2.012771 -0.03 -0.07 -0.01
C 4.518688 2.378813 1.597100 0.00 0.01 0.00
C 6.068844 4.231404 0.969407 0.00 0.00 0.01
B 0.611772 0.274503 1.043021 -0.01 0.02 0.08
H 3.417773 2.678860 -3.658365 0.00 0.00 0.00
H -2.160564 -4.491299 4.227058 0.00 0.01 0.00
H 5.831701 4.909620 3.574328 0.00 0.00 0.00
H -5.683307 1.542438 -5.446780 0.00 0.00 0.00
H 5.866035 1.488029 0.185177 0.00 0.00 0.00
H 1.182788 -2.390589 1.353082 0.02 0.06 -0.01
H -5.943175 -0.099792 -3.622314 0.00 0.00 0.00
H 6.827834 4.925544 1.331888 0.00 0.00 0.00
H 2.902431 3.036666 2.896131 0.00 0.00 0.00
H 4.215385 4.869938 2.884686 0.00 0.00 0.00
H 4.244305 -0.120390 -0.753837 0.00 0.00 0.00
H 6.437292 1.890975 3.505337 0.00 0.00 0.00
H -3.601551 2.849425 -5.669695 0.00 0.00 0.00
H 0.324051 2.852079 -0.716471 -0.01 0.00 0.02
H 0.074152 -5.738206 5.332762 0.00 0.00 0.00
H 2.499118 3.625086 -1.568913 0.00 -0.01 0.00
H -2.628760 -2.428036 2.982091 0.00 0.00 0.01
H 1.203763 -6.243590 4.067183 0.00 0.00 0.00
H 7.523874 3.212854 3.067141 0.00 0.00 0.00
H 1.794516 -4.442546 2.558181 0.00 0.00 0.00
H -0.505750 -6.696510 3.981233 0.00 0.00 0.00
H 7.225986 1.908275 1.923698 0.00 0.00 0.00
H -1.755258 2.513732 -4.074732 0.00 0.00 0.00
H 6.514773 3.646344 0.164401 0.00 0.00 0.00
H -0.019069 0.176133 -4.083770 0.00 -0.01 0.00
H -4.115618 -0.446608 -2.005357 0.00 0.00 0.00
H 2.160337 0.960203 -4.909399 0.00 0.00 0.00
H 4.703634 3.667799 4.097851 0.00 0.00 0.00
H 5.246822 4.817672 0.553718 0.00 0.00 0.00
```
Positions in Å, forces in eV/Å.

Atomic partial charges in e from the Löwdin method, atoms 1 to 4: atom 1 (Pt): 0.759, atom 2 (Se): 0.616, atom 3 (Se): 0.562, atom 4 (P): 0.402


This record from the OMol25 dataset describes an isolated molecule of C3H3ClN2O. The level of theory is wB97M-V/def2-TZVPD.

The calculation puts the molar mass at 118.52 Da. The calculation puts the gap between HOMO and LUMO at 9.322 eV. The charge is 0. As for the energy relative to the best compared isomer or geometry (same formula, charge and spin): 2.605 eV. The calculation puts the total energy at -760.9658 Ha.

Geometry as XYZ:
```
10
Properties=species:S:1:pos:R:3:forces:R:3
Cl 0.595065 0.152242 2.644402 -0.52 -0.04 -1.02
O -0.606180 -0.212116 -1.160352 0.11 1.07 1.27
N -2.126050 -0.321465 0.557711 0.89 0.99 -0.06
N 0.750268 -0.098861 -1.246420 2.44 -1.93 2.06
C 1.318013 0.055132 0.048687 0.33 0.70 -2.91
C -0.908620 -0.067824 0.221629 -4.13 -2.12 -1.42
C 0.339203 0.050988 0.909510 -0.38 0.14 3.08
H 1.077609 0.517930 -1.912652 0.30 1.60 -1.82
H 2.374945 0.306528 0.179676 -0.51 -0.48 -0.17
H -2.814253 -0.382553 -0.242190 1.47 0.07 0.99
```
Positions in Å, forces in eV/Å.

Atomic partial charges in e from the Löwdin method, atoms 1 to 4: atom 1 (Cl): 0.659, atom 2 (O): 0.003, atom 3 (N): 0.127, atom 4 (N): -0.009


This record from the OMol25 dataset describes an isolated molecule of C4H5N3O2S2. The level of theory is wB97M-V/def2-TZVPD.

The calculation puts the molar mass at 191.24 Da. The calculation puts the gap between HOMO and LUMO (alpha / beta) at 9.010 / 7.861 eV. The charge is 0. As for the spin multiplicity: 3. The calculation puts the total energy at -1266.3663 Ha.

Geometry as XYZ:
```
16
Properties=species:S:1:pos:R:3:forces:R:3
S 0.974129 0.448988 2.352472 -0.38 0.85 -1.29
S 1.234788 0.438674 -3.150009 -0.43 -0.56 0.52
O 0.579292 1.392650 3.363187 -0.77 0.60 0.20
O 1.667138 -0.716319 2.814048 0.26 -1.47 -0.08
N 1.108695 2.378243 -1.552386 -1.35 1.16 3.80
N 0.544021 1.386392 -0.809530 1.01 2.20 -0.94
N 0.357739 -0.905757 -1.027638 -0.55 -0.72 -1.93
C 0.512881 0.283061 -1.506374 1.25 -1.33 -1.01
C 1.488529 2.042816 -2.696985 0.00 0.15 -2.69
C -0.173460 -1.166834 0.202878 -0.31 -0.93 4.10
C -0.577094 -0.037528 1.196941 2.57 1.97 -0.81
H -0.727061 0.918293 0.556253 -0.23 -1.60 1.93
H 0.493588 -2.001801 0.630764 -1.15 1.20 -0.05
H 1.657249 2.855422 -3.377032 0.77 -0.05 -0.45
H -1.200370 -1.529630 0.273103 -0.09 -1.22 -1.51
H -1.303500 -0.292702 1.938035 -0.60 -0.25 0.22
```
Positions in Å, forces in eV/Å.

Atomic partial charges in e from the Löwdin method, atoms 1 to 4: atom 1 (S): 0.772, atom 2 (S): 1.069, atom 3 (O): -0.385, atom 4 (O): -0.385


Number 2 is which compound? C28H29BNO2PPtSe2


Number 3 is which compound? C3H3ClN2O